18
Properties=species:S:1:pos:R:3:lowdin_charge:R:1 method="wB97M-V/def2-TZVPD" smiles="CN1CCC[P@]1(=O)O" total_energy_ev=-19183.48514 relative_energy_kcal_mol=51.9 orbital_gap_ev=10.3117 mol_weight_g_mol=135.10 multiplicity=1
C 0.35991 2.25009 0.42874 -0.1399
N 0.09334 1.19084 -0.58501 -0.2038
C 1.10424 0.10817 -0.84837 -0.2263
C 1.02386 -1.23551 0.02718 -0.2301
C -0.36195 -1.76724 0.61983 -0.1563
P -1.23146 0.01578 0.09972 0.6077
O -2.22662 0.60278 1.01849 -0.3312
O -1.95559 -0.45552 -1.18327 -0.1406
H 1.35977 2.14147 0.90085 0.0714
H 0.42858 3.15876 -0.25820 0.0928
H -0.43478 2.23047 1.26369 0.0846
H 2.13030 0.34942 -0.79738 0.0951
H 0.96981 -0.16949 -1.81747 0.0654
H 1.35769 -2.10137 -0.53913 0.0923
H 1.54163 -1.24649 0.97411 0.0842
H -0.44143 -2.01703 1.70662 0.0789
H -0.81336 -2.62175 0.06679 0.0717
H -2.90394 -0.43338 -1.07719 0.0840